1.
The following is a DFT calculation (ωB97M-V with the def2-TZVPD basis set) of a 16-piece molecular cluster, C7H35BO23 overall at a distorted geometry.

As for the expectation value of S²: 0.75. For the orbital gap (alpha / beta), the calculation gives 2.538 / 3.263 eV. Its spin multiplicity is 2. The total charge is -3. For the LUMO energy (alpha / beta), the calculation gives 5.516 / 5.515 eV.

XYZ file:
```
66
Properties=species:S:1:pos:R:3:forces:R:3
O -21.3244 -12.9714 -19.4626 0.5 -0.8 0.2
C -20.1891 -13.2879 -19.9632 -0.7 2.4 -2.7
O -19.4904 -14.3931 -19.6488 1.7 -1.8 0.1
B -18.2485 -14.4264 -20.4960 -1.6 4.0 0.7
O -18.2975 -13.1354 -21.2372 1.5 -2.5 -1.1
C -19.4986 -12.5877 -21.1363 -2.0 -1.3 4.4
O -19.8039 -11.4809 -21.5359 0.0 1.4 -1.1
O -18.0697 -15.6898 -21.2210 -0.2 -0.4 -0.1
C -16.9464 -16.2165 -20.8794 0.7 -2.9 -2.0
O -16.5513 -17.3467 -21.2659 -0.6 2.1 0.8
C -16.2035 -15.2975 -19.9568 1.8 -0.7 1.9
O -16.9488 -14.2790 -19.7096 0.1 -0.6 0.3
O -15.1371 -15.6318 -19.4272 -1.2 0.7 -0.6
C -13.7735 -10.3144 -20.1376 -0.2 1.2 1.0
C -15.0937 -10.7504 -20.8171 1.4 -0.6 -2.3
C -16.3372 -9.9522 -20.3693 0.5 0.6 0.4
O -14.8466 -10.8777 -22.2133 -0.7 0.6 1.9
H -13.4110 -9.3369 -20.4556 0.1 0.1 -0.9
H -12.9575 -11.0355 -20.1851 -0.2 -0.2 -0.5
H -13.8877 -10.0808 -19.0791 -0.4 -0.4 0.8
H -15.2191 -11.7385 -20.3742 -0.5 -0.7 0.2
H -17.2502 -10.2955 -20.8557 0.6 -0.5 0.3
H -16.2646 -8.8747 -20.5170 0.2 0.2 -0.8
H -16.4923 -9.9666 -19.2905 0.0 -0.7 0.3
O -14.4346 -19.6539 -23.1098 -0.1 -0.3 -0.8
H -13.5384 -19.9277 -22.9147 0.2 0.0 0.2
H -14.8411 -19.5340 -22.2515 0.0 0.2 0.5
O -18.8955 -18.9212 -21.3204 -0.3 -0.8 0.0
H -18.1157 -18.4674 -21.6402 0.5 0.4 0.0
H -19.3539 -18.2675 -20.7922 -0.3 0.2 -0.1
O -21.1776 -17.1177 -20.1997 -0.1 -0.6 -0.3
H -20.5248 -17.0613 -19.5019 0.1 0.5 0.3
H -22.0120 -16.9496 -19.7619 -0.1 0.2 0.2
O -15.6144 -17.0937 -16.6630 -0.2 -0.2 0.6
H -15.5942 -16.7538 -17.5576 0.1 0.4 -0.5
H -14.9289 -17.7616 -16.6446 0.2 -0.1 -0.1
O -21.8106 -15.3904 -16.8399 -0.3 -0.5 0.3
H -21.3829 -14.6552 -17.2789 0.2 0.5 -0.7
H -21.7534 -15.1796 -15.9079 0.1 0.0 0.2
O -14.7562 -19.3291 -20.0936 0.6 -0.7 0.0
H -15.2926 -20.0965 -20.2924 -0.3 -0.2 0.2
H -15.2774 -18.5864 -20.3987 -0.6 1.0 -0.1
O -18.5099 -8.9571 -22.2370 -0.3 1.2 -0.4
H -18.7124 -9.3317 -23.0942 -0.1 -0.3 0.0
H -18.3195 -9.7143 -21.6832 -0.3 -0.3 -0.2
O -12.1406 -14.8253 -18.3850 0.6 -0.2 0.3
H -12.6995 -15.1571 -19.0877 -0.5 -0.1 -0.2
H -12.5748 -14.0245 -18.0908 -0.2 0.2 -0.1
O -14.0196 -16.6227 -23.0688 0.2 0.4 0.0
H -13.2387 -17.0674 -23.3984 0.1 -0.1 0.0
H -14.7201 -17.2686 -23.1601 -0.2 -0.2 0.1
O -22.3775 -10.5292 -20.8695 -0.4 0.8 0.1
H -22.4946 -11.3272 -20.3541 0.7 -0.9 0.3
H -23.1879 -10.0372 -20.7375 -0.2 0.2 0.0
O -19.7060 -10.0943 -18.8090 0.2 0.5 1.0
H -20.5872 -10.4521 -18.7011 -0.2 -0.3 -0.3
H -19.4108 -10.4339 -19.6539 -0.1 -0.3 -0.6
O -16.6882 -12.1572 -17.0212 0.2 0.1 0.6
H -17.6304 -11.9975 -16.9671 -0.3 0.2 -0.3
H -16.6103 -12.9635 -17.5312 0.0 -0.2 -0.5
O -21.9630 -11.5169 -23.3946 -0.5 0.1 -1.4
H -22.0983 -12.3966 -23.0425 0.1 -0.2 0.3
H -21.7383 -10.9848 -22.6313 0.4 0.0 0.6
O -23.4850 -13.7640 -22.1431 -0.2 -0.3 -0.3
H -24.3211 -13.3211 -22.2880 -0.1 0.3 -0.1
H -23.4998 -14.0077 -21.2175 0.5 0.0 0.5
```
Forces are in eV/Å.

2.
The following is a DFT calculation (ωB97M-V with the def2-TZVPD basis set) of a 12-piece molecular cluster, C7H35BrO12 overall.

For the orbital gap, the calculation gives 10.285 eV. As for the SMILES: BrCCC[C@@H]1CCOC1.O.O.O.O.O.O.O.O.O.O.O. For the LUMO energy, the calculation gives 0.159 eV.

XYZ file:
```
55
Properties=species:S:1:pos:R:3:forces:R:3
Br 1.4950 2.1208 -3.2341 -0.1 0.0 -0.1
C 1.4224 0.7566 -1.8232 0.0 0.1 0.0
C 0.6061 -0.4737 -2.2192 0.0 0.0 0.0
C -0.6317 -0.6453 -1.3340 0.0 0.0 0.1
C -1.8043 0.2169 -1.7790 -0.1 0.1 0.0
C -2.9476 0.3121 -0.7653 0.1 0.1 0.0
C -4.0890 0.7705 -1.6479 0.0 0.0 0.0
O -3.9360 -0.0078 -2.8420 0.1 -0.1 0.0
C -2.5345 -0.2973 -3.0284 0.0 0.0 0.0
H 2.4562 0.5206 -1.5994 0.0 0.0 0.0
H 1.0012 1.2724 -0.9650 0.0 0.0 0.0
H 0.3047 -0.3943 -3.2672 0.0 -0.1 0.1
H 1.2415 -1.3584 -2.1473 0.0 0.1 0.1
H -0.9341 -1.6996 -1.3190 -0.1 0.1 0.0
H -0.3691 -0.3849 -0.3025 0.0 -0.1 -0.1
H -1.4458 1.2347 -1.9793 0.0 -0.1 0.0
H -2.7234 0.9968 0.0540 0.0 0.0 0.0
H -3.1604 -0.6749 -0.3400 0.0 0.1 0.1
H -5.0855 0.5746 -1.2522 0.0 0.0 0.0
H -3.9995 1.8377 -1.8798 0.0 0.0 0.0
H -2.4352 -1.3834 -3.1325 0.0 0.0 0.0
H -2.1862 0.1702 -3.9526 0.0 0.0 0.0
O 2.4461 -0.0420 0.8626 0.2 -0.1 -0.1
H 3.1198 0.5206 1.2706 -0.3 0.1 0.1
H 2.3918 -0.8001 1.4633 -0.1 0.0 0.1
O 3.5911 1.4477 3.0692 0.1 -0.2 0.0
H 2.9641 2.0782 3.4415 -0.1 -0.1 0.1
H 4.4069 1.6302 3.5484 0.0 0.1 0.0
O 6.3050 1.0438 2.4009 0.1 0.0 0.0
H 5.5807 0.4549 2.1609 0.0 0.1 -0.1
H 7.0923 0.6598 2.0034 0.0 0.0 0.0
O -5.0843 -2.4532 -0.3975 0.0 0.0 -0.1
H -5.9704 -2.3066 -0.7432 0.0 -0.1 0.0
H -4.5006 -2.0471 -1.0494 -0.1 0.0 -0.1
O -4.9452 0.2192 -5.5475 0.1 0.0 0.0
H -4.6146 0.0972 -4.6433 -0.2 0.1 0.0
H -5.8725 -0.0288 -5.5104 0.0 0.0 0.0
O -3.2276 -4.0702 1.2318 -0.1 0.0 0.0
H -4.0928 -3.8134 0.8812 0.1 0.1 0.0
H -2.6046 -3.7756 0.5622 0.0 -0.1 0.0
O 5.4989 3.9211 2.6010 0.1 0.0 0.1
H 6.1012 4.5865 2.9462 0.0 0.0 -0.1
H 6.0426 3.1306 2.4531 -0.2 0.0 0.0
O 4.9789 2.3395 -2.5365 0.0 0.0 0.0
H 4.9981 3.0407 -1.8780 0.0 0.0 0.0
H 4.0659 2.3318 -2.8531 0.0 0.0 0.0
O 1.8640 -2.2022 2.7676 0.0 -0.1 0.0
H 2.0191 -2.0501 3.7052 0.0 0.1 0.0
H 0.9067 -2.2568 2.6790 0.0 0.0 0.0
O -3.9246 -5.5721 3.7426 0.1 0.0 -0.1
H -4.8112 -5.3417 3.4530 0.0 0.0 0.0
H -3.3576 -5.2350 3.0338 -0.1 0.0 0.0
O 2.6395 3.3591 5.0478 0.1 0.1 -0.1
H 2.4735 3.6981 5.9317 0.0 0.0 0.0
H 3.2752 3.9716 4.6578 0.0 0.0 0.0
```
Forces are in eV/Å.

3.
The following is a DFT calculation (ωB97M-V with the def2-TZVPD basis set) of a 13-piece molecular cluster, C7H36O13 overall at a distorted geometry.

As for the expectation value of S²: 0.76. For the orbital gap (alpha / beta), the calculation gives 8.501 / 3.965 eV. Its spin multiplicity is 2. The relative energy (zero: lowest compared OMol25 entry of this formula, charge and spin) is 67.5 kcal per mole. The total charge is +1. For the LUMO energy (alpha / beta), the calculation gives -4.709 / -9.244 eV.

XYZ file:
```
56
Properties=species:S:1:pos:R:3:forces:R:3
O 0.6361 2.4856 2.0628 1.3 -0.5 0.7
C -0.4067 2.2071 1.5389 0.1 0.3 0.3
C -1.2828 1.0906 2.0885 -3.4 1.3 0.4
C -1.2150 -0.1486 1.2778 2.0 -1.5 -0.7
C -1.7889 -0.0455 -0.1420 0.3 -3.3 -2.0
C -3.3230 -0.3478 -0.1510 -2.5 2.4 -0.6
C -3.8591 0.1557 -1.4868 0.5 0.1 2.9
C -4.0563 -0.5380 -2.6222 1.3 -3.4 -2.0
H -0.5694 2.8694 0.6639 -1.2 -0.8 -0.2
H -2.3594 1.4484 2.2991 0.9 0.0 -1.5
H -1.2391 0.8466 3.1263 1.9 0.0 0.9
H -0.1119 -0.4071 1.2531 -0.8 0.5 -0.9
H -1.4739 -1.0989 1.8044 -0.9 0.9 -0.3
H -1.4617 -0.9121 -0.8605 0.2 1.3 1.7
H -1.6377 0.7940 -0.7953 0.7 1.0 0.6
H -3.8029 0.2022 0.7278 0.5 -0.2 -1.2
H -3.6101 -1.3503 -0.0463 0.2 -1.6 0.2
H -4.0120 1.1592 -1.6849 0.1 2.5 0.5
H -4.2710 -0.3474 -3.6615 -1.0 1.4 0.2
H -3.6368 -1.5257 -2.6622 0.2 -0.8 0.5
H 1.3056 0.0791 -2.0421 1.4 -0.5 -0.8
H 1.8643 1.3766 -1.1607 -0.6 -1.2 -1.2
O 1.1090 0.8394 -1.5124 -0.9 2.0 1.6
H -3.1653 -4.3864 0.6765 -1.8 0.1 -0.1
H -1.9642 -3.6579 1.2700 0.3 1.5 1.3
O -2.2481 -4.4197 0.8230 1.4 -1.7 -1.0
H 1.6772 4.8126 -0.0833 -1.2 -0.2 -2.0
H 1.7956 3.7822 1.1633 -0.6 0.2 -0.7
O 2.0366 4.6140 0.7405 1.7 0.1 2.6
H 2.0258 -3.3433 1.1568 -0.9 0.0 1.1
H 1.4321 -2.0617 1.5969 -0.3 -1.0 0.2
O 1.2694 -3.0371 1.7284 1.3 0.8 -1.3
H 0.4683 -3.1783 -0.1176 -1.0 0.2 -0.5
H -0.9876 -3.6370 -0.3140 0.0 -0.4 -0.1
O -0.2973 -3.1188 -0.7465 0.7 0.3 0.3
H 0.3192 4.0262 3.9703 0.0 0.0 0.4
H 0.7626 2.6120 4.2069 -0.3 0.3 0.4
O 0.3063 3.3430 4.6588 0.2 -0.2 -0.6
H 3.1344 -1.0292 0.3859 4.4 0.8 -0.3
H 1.8205 -0.3631 -0.3289 0.0 1.5 -1.7
O 2.2517 -0.9052 0.2774 -4.9 -2.4 2.4
H 4.4609 0.6295 1.3397 0.1 -0.1 0.0
H 5.0455 0.3436 -0.0501 1.0 0.8 -1.3
O 4.6340 -0.0617 0.6781 -0.3 -1.1 1.1
H 2.8468 1.9531 2.1420 1.1 -0.6 -0.2
H 3.8574 2.2479 3.1432 0.9 0.7 1.6
O 3.8051 1.7821 2.3334 -2.2 0.2 -1.0
H -0.4241 2.4935 -4.1003 0.2 1.1 2.1
H -0.2273 2.2188 -2.5534 0.1 0.9 -1.0
O -0.4018 2.9580 -3.1960 -0.2 -2.1 -1.1
H 1.6247 -1.8898 -2.9110 -1.6 -0.5 -0.8
H 2.8680 -2.1628 -2.2525 0.8 -0.2 0.6
O 2.4714 -1.4938 -2.7980 0.4 0.7 0.0
H -0.8798 -2.4442 -2.8232 -2.0 -1.7 3.7
H -0.5879 -3.0130 -4.3892 -0.8 -1.2 0.3
O -0.5274 -2.4460 -3.6421 3.1 2.8 -3.8
```
Forces are in eV/Å.

4.
The following is a DFT calculation (ωB97M-V with the def2-TZVPD basis set) of a single C7H3BrOS molecule at a distorted geometry.

For the orbital gap, the calculation gives 8.517 eV. As for the SMILES: O=C=C1SC=C[C@H]1C#CBr. The relative energy (zero: lowest compared OMol25 entry of this formula, charge and spin) is 2.2 kcal per mole. For the LUMO energy, the calculation gives 0.106 eV.

XYZ file:
```
13
Properties=species:S:1:pos:R:3:forces:R:3
C -2.0743 0.5868 -0.2266 1.5 1.3 -0.3
C -3.2506 0.6261 -0.0122 -2.4 -0.9 0.2
C 0.2446 -0.1758 0.0082 0.0 0.4 1.4
C -0.6307 0.8582 -0.5619 0.0 1.3 -0.7
C 0.7620 0.1021 1.1909 0.0 -0.4 0.7
C 0.0195 2.1620 0.0146 -0.6 -1.4 0.5
C 0.7178 3.1193 -0.5290 0.4 2.3 -1.8
O 1.2345 4.0820 -0.9760 -0.7 -1.9 0.9
S 0.6519 1.7796 1.6514 -0.4 0.2 0.4
Br -5.0989 0.3175 0.1808 1.9 0.4 -0.1
H 0.2915 -1.0821 -0.4758 -0.1 -2.2 -0.6
H -0.4955 0.7583 -1.6363 -0.4 0.7 -0.3
H 1.0302 -0.6344 1.9446 0.6 0.2 -0.3
```
Forces are in eV/Å.

5.
The following is a DFT calculation (ωB97M-V with the def2-TZVPD basis set) of a single C7H3Cl2F4N molecule at a distorted geometry.

For the orbital gap (alpha / beta), the calculation gives 8.002 / 7.473 eV. For the LUMO energy (alpha / beta), the calculation gives -1.540 / -1.342 eV.

XYZ file:
```
17
Properties=species:S:1:pos:R:3:forces:R:3
C 1.2690 1.5236 0.2544 0.7 0.7 0.3
C 1.0704 -0.9876 0.5024 -0.8 -0.5 0.0
C -0.0206 1.7499 0.3274 -1.5 -1.6 -0.6
C -0.2659 -1.1368 0.3543 0.8 -0.4 0.3
C 1.8473 0.1738 0.0426 0.1 -0.4 -0.1
C -1.1076 -0.3620 -0.5149 1.0 2.0 0.8
C -2.5665 -0.2716 -0.2686 -0.1 -0.1 0.0
N 3.0341 0.1627 -0.4204 0.0 0.8 0.0
F 2.2245 2.4764 0.4387 -0.6 -0.2 -0.2
F 1.7477 -1.8724 1.2464 -0.2 0.2 -0.1
F -0.7693 2.8220 0.4370 0.6 -0.1 0.0
F -0.9100 -2.0740 1.0832 0.2 0.1 -0.2
Cl -0.5631 -0.1264 -2.1263 -0.1 -0.2 -0.4
Cl 3.8283 -1.2892 -0.7286 -0.2 -0.4 0.0
H -2.7644 -0.1511 0.7935 0.0 0.0 0.0
H -3.0533 -1.1935 -0.5982 0.0 0.0 0.0
H -3.0005 0.5561 -0.8231 0.0 0.0 0.0
```
Forces are in eV/Å.

6.
The following is a DFT calculation (ωB97M-V with the def2-TZVPD basis set) of C7H3CrNO4S as an isolated structure at a distorted geometry.

As for the expectation value of S²: 6.03. For the orbital gap (alpha / beta), the calculation gives 7.533 / 7.107 eV. Its spin multiplicity is 5. The relative energy (zero: lowest compared OMol25 entry of this formula, charge and spin) is 19.4 kcal per mole. The total charge is +2. For the LUMO energy (alpha / beta), the calculation gives -10.639 / -11.056 eV.

XYZ file:
```
17
Properties=species:S:1:pos:R:3:forces:R:3
Cr 0.5580 -0.4396 0.1116 0.0 3.8 1.6
O -1.5356 5.2848 -0.6090 1.2 -2.4 0.3
C -1.0492 4.2600 -0.4743 -1.1 2.4 -0.3
C 2.0769 -1.4939 -0.0724 9.1 -5.0 -1.1
O 3.0556 -2.1201 -0.2014 -5.1 2.9 0.7
C -0.8398 -1.6222 0.3987 -8.6 -5.6 1.6
O -1.7739 -2.2881 0.6262 5.0 3.2 -1.1
C 0.1803 -0.0272 -1.7002 -2.0 0.7 -9.4
O -0.0797 0.0823 -2.8316 1.3 -0.3 5.8
S 0.2266 0.6767 4.3738 0.7 0.2 -1.1
C 1.5889 1.4151 3.5392 -0.5 -0.5 -0.4
C 1.6449 1.0116 2.2395 -1.0 -0.6 0.9
N 0.5950 0.1191 1.9089 -0.2 0.2 2.5
C -0.2385 -0.1331 2.9666 1.6 0.8 -0.5
H 2.2797 2.0950 4.0224 -0.2 -0.1 0.1
H 2.3840 1.2776 1.4828 -0.2 0.0 0.3
H -1.0796 -0.8183 2.9179 0.1 0.2 0.0
```
Forces are in eV/Å.

7.
The following is a DFT calculation (ωB97M-V with the def2-TZVPD basis set) of a single C7H3F6OP molecule at a distorted geometry.

For the orbital gap, the calculation gives 10.097 eV. As for the SMILES: O=[P@@H](CF)c1c(F)c(F)c(F)c(F)c1F. The relative energy (zero: lowest compared OMol25 entry of this formula, charge and spin) is 2.3 kcal per mole. For the LUMO energy, the calculation gives -0.055 eV.

XYZ file:
```
18
Properties=species:S:1:pos:R:3:forces:R:3
C 0.3653 0.4154 2.4989 2.3 0.0 0.8
C 1.4018 0.2260 1.5655 0.6 0.3 0.9
C -0.9118 0.5741 2.1295 -1.6 -0.1 -0.8
C 1.1123 0.2519 0.2540 -2.6 0.4 -0.9
C -1.2307 0.5787 0.7484 0.2 0.1 0.6
C -0.2236 0.4976 -0.2005 0.9 -0.1 0.6
C 0.0493 -1.4417 -2.2402 -0.3 3.5 0.2
O 0.4210 1.4276 -2.7979 -0.2 0.5 -0.2
F 0.6828 0.4852 3.7951 0.0 -0.2 -0.3
F 2.6768 0.1085 1.9470 -0.3 -0.2 0.4
F -1.8289 0.6770 3.1022 0.0 0.1 -0.6
F 2.0010 -0.0156 -0.6763 1.0 0.1 -0.2
F -2.5339 0.6329 0.4347 0.5 0.2 -0.2
F -0.4170 -1.9416 -1.0520 1.0 -1.0 1.1
P -0.3817 0.4907 -2.0067 2.1 -2.9 0.3
H -0.5932 -1.9180 -2.9032 -0.8 -0.4 -2.0
H 1.1116 -1.4619 -2.5504 -0.4 -0.7 1.0
H -1.7010 0.4128 -2.0481 -2.3 0.3 -0.6
```
Forces are in eV/Å.

8.
The following is a DFT calculation (ωB97M-V with the def2-TZVPD basis set) of C7H3O2S as an isolated structure at a distorted geometry.

For the orbital gap, the calculation gives 6.007 eV. The relative energy (zero: lowest compared OMol25 entry of this formula, charge and spin) is 40.7 kcal per mole. The total charge is -1. For the LUMO energy, the calculation gives 3.317 eV.

XYZ file:
```
13
Properties=species:S:1:pos:R:3:forces:R:3
C -1.6040 0.0952 0.7377 -2.0 0.1 -1.1
C -1.5519 1.3131 0.0897 1.4 0.6 0.6
C -0.6791 -0.9279 0.5895 -0.3 1.4 -0.4
C 1.1954 0.8023 -0.2836 -3.7 -1.6 -1.6
C 0.8107 -0.6771 -0.6713 0.0 2.0 2.2
C -0.0030 -1.8028 -0.1971 0.6 0.3 1.7
C 2.3436 0.7259 0.2428 0.9 -1.1 1.6
O 3.2879 0.3534 0.8237 1.4 0.7 0.1
O -0.0382 -2.9456 -0.6100 0.0 -1.1 -0.4
S -0.0240 2.1039 -0.5665 -0.1 -1.0 0.2
H -2.6140 -0.1622 1.2280 1.7 0.4 -0.4
H -2.2542 2.1433 0.2028 -0.1 -0.7 0.3
H 1.1309 -1.0216 -1.5856 0.2 0.1 -2.8
```
Forces are in eV/Å.